Below is a molecular structure, C26H35CrN4O2PS8, with properties calculated with ωB97M-V/def2-TZVPD.

Structure (XYZ):
```
77
C26H35CrN4O2PS8 (ωB97M-V/def2-TZVPD)
Cr -1.60869 -0.64665 -0.50099
S -7.22265 2.94047 -3.40897
C -5.90260 2.20626 -2.68978
S -4.39946 1.95577 -3.47176
C -3.50132 1.29029 -2.12806
C -4.20410 1.14874 -0.98006
S -3.57976 0.50124 0.50667
S -5.87186 1.66341 -1.06646
S -1.82848 0.85479 -2.36738
O 2.63345 0.62330 -4.78716
S 2.87129 0.03832 -3.49383
O 3.86047 0.67498 -2.65989
N 1.48174 -0.20244 -2.67615
C 1.23011 -1.47536 -2.49590
S -0.06720 -2.17357 -1.68419
C 2.27095 -2.39826 -3.08220
C 2.32086 -3.78273 -3.06785
C 3.40229 -4.40846 -3.67441
C 4.41571 -3.66712 -4.27934
C 4.36494 -2.27909 -4.29029
C 3.28001 -1.67814 -3.68406
H 1.52868 -4.34265 -2.58850
H 3.46174 -5.49025 -3.67578
H 5.25071 -4.17856 -4.74339
H 5.14473 -1.68756 -4.75325
C -1.45752 2.34976 3.04033
C -0.38138 1.27584 3.25971
C 0.47226 1.69187 4.46256
C -1.15330 -0.00973 3.60412
P 0.51075 0.99005 1.59240
N -0.37628 0.21297 0.63032
C 1.00199 2.68478 0.88829
C 1.66634 3.68393 1.84160
C -0.25887 3.31860 0.27382
C 1.95424 2.43022 -0.28851
C 2.11195 0.01561 1.95246
C 1.74739 -1.17251 2.85476
C 2.57504 -0.61244 0.62980
C 3.28124 0.77917 2.58107
H -2.11516 2.36184 3.91695
H -2.07094 2.12138 2.16663
H -1.03710 3.34781 2.93647
H -0.19513 1.88453 5.31193
H 1.03981 2.60471 4.28038
H 1.16860 0.91372 4.77221
H -1.96438 0.23740 4.29744
H -0.52809 -0.76037 4.08408
H -1.59523 -0.44926 2.70936
H 0.98870 4.03410 2.61932
H 1.97228 4.56219 1.26064
H 2.56068 3.28416 2.32105
H -0.89429 3.80159 1.01312
H -0.84996 2.57481 -0.26213
H 0.05193 4.08282 -0.44659
H 2.94637 2.10926 0.02610
H 2.07859 3.36601 -0.84308
H 1.54573 1.68764 -0.97366
H 0.87505 -1.70047 2.46398
H 1.55328 -0.88301 3.88561
H 2.59148 -1.87091 2.86403
H 1.73181 -1.09486 0.13526
H 3.33224 -1.37422 0.85260
H 3.01655 0.09946 -0.06287
H 3.01844 1.27255 3.51662
H 3.69016 1.52713 1.90261
H 4.08695 0.06719 2.79905
S -2.17810 -2.68598 1.02660
C -3.29051 -2.75941 -0.27191
N -4.38548 -3.58299 -0.22803
C -5.40594 -3.47117 -1.18866
C -5.17210 -2.64399 -2.26469
C -3.99536 -1.92534 -2.33788
N -3.07932 -1.97082 -1.29546
H -4.55097 -4.03899 0.65072
H -6.30971 -4.03144 -1.01346
H -5.91559 -2.54735 -3.04430
H -3.74070 -1.27461 -3.15979
```

The calculation puts the lowest unoccupied orbital energy (alpha / beta) at 4.1 / 4.1 eV. The relative energy (zero: lowest compared OMol25 entry of this formula, charge and spin) comes out at 0.00 kJ/mol. The spin multiplicity is 5. The expectation value of S² is 6.067. Its frontier orbital gap (alpha / beta) is 0.1866 / 0.2065 Ha. As for the charge: -2. For the strongest force on any atom, the calculation gives 0.65 eV/Å.